This record from the Open Molecules 2025 dataset describes C72H180ClN12O4Rb as an isolated structure. The level of theory is the ωB97M-V functional and the def2-TZVPD basis.

The LUMO energy is -0.153 eV. The calculation puts the molecular weight at 1399.2 Da. As for the HOMO energy: -7.78 eV.

Cartesian coordinates (Å):
Rb (-1.770, 0.645, -3.627)
Cl (0.322, 0.138, -0.689)
O (0.523, 1.274, -1.504)
O (-0.575, 0.427, 0.388)
O (-0.208, -0.970, -1.500)
O (1.582, -0.292, -0.150)
C (3.762, 0.683, -3.459)
C (4.352, 1.108, -2.133)
N (5.675, 0.508, -2.055)
C (6.591, 1.428, -1.376)
C (6.934, 2.666, -2.198)
C (5.600, -0.807, -1.438)
C (6.881, -1.643, -1.440)
H (2.733, 1.031, -3.559)
H (3.787, -0.399, -3.592)
H (4.239, 1.138, -4.328)
H (4.393, 2.197, -2.150)
H (3.740, 0.878, -1.259)
H (6.122, 1.662, -0.418)
H (7.550, 0.965, -1.142)
H (7.589, 3.277, -1.575)
H (7.490, 2.496, -3.121)
H (6.061, 3.294, -2.373)
H (4.790, -1.419, -1.838)
H (5.335, -0.730, -0.381)
H (7.146, -1.774, -2.489)
H (6.686, -2.638, -1.037)
H (7.706, -1.152, -0.925)
C (4.434, 5.840, -1.809)
C (4.424, 6.349, -0.376)
N (3.082, 6.585, 0.111)
C (2.391, 5.366, 0.499)
C (0.877, 5.523, 0.367)
C (2.910, 7.620, 1.160)
C (2.993, 9.042, 0.580)
H (3.972, 4.867, -1.975)
H (5.465, 5.821, -2.163)
H (3.930, 6.577, -2.435)
H (4.931, 5.684, 0.325)
H (4.950, 7.301, -0.290)
H (2.745, 4.515, -0.084)
H (2.587, 5.123, 1.547)
H (0.476, 6.187, 1.133)
H (0.692, 5.885, -0.645)
H (0.347, 4.570, 0.394)
H (3.693, 7.551, 1.919)
H (1.941, 7.635, 1.660)
H (3.811, 9.197, -0.124)
H (2.952, 9.855, 1.305)
H (2.068, 9.148, 0.013)
C (-4.083, 5.190, -4.796)
C (-3.620, 3.739, -4.556)
N (-2.197, 3.559, -4.128)
C (-1.868, 4.276, -2.914)
C (-2.666, 3.683, -1.730)
C (-1.346, 4.119, -5.192)
C (0.099, 3.689, -5.027)
H (-5.138, 5.123, -5.063)
H (-3.516, 5.709, -5.568)
H (-4.038, 5.901, -3.970)
H (-4.210, 3.113, -3.885)
H (-3.709, 3.245, -5.525)
H (-0.823, 4.141, -2.634)
H (-2.106, 5.337, -3.000)
H (-2.556, 2.612, -1.889)
H (-2.142, 3.973, -0.819)
H (-3.717, 3.973, -1.710)
H (-1.443, 5.202, -5.286)
H (-1.643, 3.655, -6.133)
H (0.578, 4.364, -4.318)
H (0.675, 3.809, -5.944)
H (0.229, 2.656, -4.697)
C (-2.834, 0.622, -7.114)
C (-1.820, -0.517, -7.204)
N (-0.648, -0.270, -6.375)
C (0.164, 0.815, -7.071)
C (0.671, 0.577, -8.488)
C (0.180, -1.455, -6.191)
C (1.275, -1.316, -5.142)
H (-2.543, 1.557, -7.595)
H (-3.089, 0.882, -6.087)
H (-3.765, 0.314, -7.593)
H (-2.380, -1.361, -6.798)
H (-1.478, -0.880, -8.174)
H (-0.391, 1.754, -7.083)
H (1.040, 1.086, -6.482)
H (-0.251, 0.575, -9.071)
H (1.212, 1.460, -8.827)
H (1.238, -0.346, -8.609)
H (0.582, -1.645, -7.187)
H (-0.432, -2.319, -5.926)
H (1.945, -0.486, -5.369)
H (1.868, -2.230, -5.098)
H (0.847, -1.195, -4.146)
C (-8.434, 2.825, 3.142)
C (-6.911, 2.708, 2.963)
N (-6.506, 1.509, 2.200)
C (-7.076, 0.266, 2.818)
C (-6.444, -0.159, 4.199)
C (-5.034, 1.389, 2.059)
C (-4.288, 2.547, 1.368)
H (-8.837, 3.838, 3.174)
H (-8.712, 2.369, 4.092)
H (-8.879, 2.364, 2.261)
H (-6.530, 3.578, 2.428)
H (-6.400, 2.718, 3.928)
H (-8.160, 0.366, 2.860)
H (-6.970, -0.596, 2.157)
H (-5.373, -0.359, 4.233)
H (-6.634, 0.602, 4.957)
H (-6.937, -1.040, 4.612)
H (-4.764, 0.466, 1.546)
H (-4.475, 1.271, 2.989)
H (-3.210, 2.376, 1.371)
H (-4.389, 3.481, 1.921)
H (-4.647, 2.612, 0.341)
C (-4.834, 0.377, -1.592)
C (-5.526, -0.317, -2.810)
N (-4.488, -0.896, -3.685)
C (-5.066, -1.030, -5.028)
C (-6.179, -2.032, -5.178)
C (-3.871, -2.114, -3.174)
C (-2.761, -2.643, -4.111)
H (-4.343, 1.309, -1.874)
H (-3.998, -0.162, -1.144)
H (-5.536, 0.626, -0.795)
H (-6.264, -1.040, -2.460)
H (-6.089, 0.513, -3.238)
H (-5.333, -0.035, -5.390)
H (-4.341, -1.299, -5.797)
H (-6.959, -1.691, -4.497)
H (-6.546, -2.023, -6.203)
H (-5.849, -3.056, -4.999)
H (-4.583, -2.918, -2.983)
H (-3.343, -1.827, -2.264)
H (-2.089, -3.290, -3.548)
H (-2.221, -1.796, -4.536)
H (-3.189, -3.100, -5.004)
C (-0.243, -4.022, 4.203)
C (-1.252, -3.435, 5.252)
N (-0.890, -2.121, 5.799)
C (0.242, -2.285, 6.753)
C (0.514, -1.018, 7.582)
C (-0.611, -1.143, 4.765)
C (-1.934, -0.832, 3.948)
H (-0.236, -3.443, 3.279)
H (-0.383, -5.092, 4.042)
H (0.779, -3.827, 4.530)
H (-2.271, -3.430, 4.862)
H (-1.314, -4.155, 6.068)
H (0.087, -3.097, 7.463)
H (1.188, -2.451, 6.234)
H (-0.187, -1.003, 8.417)
H (1.511, -1.039, 8.024)
H (0.394, -0.096, 7.014)
H (0.193, -1.479, 4.108)
H (-0.240, -0.232, 5.237)
H (-1.748, -0.023, 3.241)
H (-2.757, -0.471, 4.566)
H (-2.267, -1.704, 3.385)
C (-4.805, -6.264, 2.357)
C (-3.494, -5.416, 2.386)
N (-3.052, -4.967, 1.088)
C (-1.749, -4.368, 1.145)
C (-1.110, -4.066, -0.210)
C (-4.066, -4.306, 0.241)
C (-4.659, -3.012, 0.841)
H (-5.628, -5.626, 2.037)
H (-5.078, -6.684, 3.326)
H (-4.613, -7.134, 1.731)
H (-3.614, -4.548, 3.039)
H (-2.760, -6.035, 2.905)
H (-1.761, -3.378, 1.608)
H (-1.041, -4.975, 1.709)
H (-1.523, -3.180, -0.693)
H (-0.028, -3.947, -0.149)
H (-1.229, -4.905, -0.898)
H (-4.870, -4.991, -0.034)
H (-3.602, -4.023, -0.704)
H (-5.285, -3.204, 1.712)
H (-5.370, -2.697, 0.077)
H (-3.810, -2.354, 1.024)
C (5.073, -3.316, -4.430)
C (4.162, -3.971, -3.387)
N (3.601, -5.230, -3.854)
C (4.571, -6.341, -3.896)
C (4.199, -7.285, -5.068)
C (2.393, -5.645, -3.025)
C (1.124, -4.848, -3.292)
H (5.301, -2.332, -4.017)
H (4.455, -3.157, -5.314)
H (6.014, -3.838, -4.598)
H (4.733, -4.170, -2.479)
H (3.411, -3.222, -3.132)
H (5.582, -5.950, -4.011)
H (4.639, -6.844, -2.930)
H (3.256, -7.823, -4.961)
H (4.165, -6.669, -5.965)
H (4.929, -8.073, -5.254)
H (2.702, -5.636, -1.980)
H (2.183, -6.699, -3.212)
H (1.205, -3.825, -2.926)
H (0.283, -5.341, -2.802)
H (0.855, -4.894, -4.349)
C (3.221, -0.699, 4.702)
C (3.567, -0.218, 3.257)
N (3.872, 1.248, 3.260)
C (2.786, 2.087, 3.762)
C (1.444, 2.002, 2.978)
C (4.402, 1.701, 1.941)
C (5.120, 3.105, 2.019)
H (2.298, -0.308, 5.133)
H (3.967, -0.400, 5.438)
H (3.030, -1.772, 4.746)
H (4.411, -0.824, 2.925)
H (2.737, -0.469, 2.593)
H (2.558, 1.829, 4.797)
H (3.169, 3.105, 3.831)
H (1.072, 0.977, 2.965)
H (0.679, 2.615, 3.455)
H (1.584, 2.399, 1.972)
H (3.739, 1.817, 1.081)
H (5.211, 1.025, 1.665)
H (5.567, 3.396, 1.068)
H (5.867, 3.118, 2.812)
H (4.425, 3.895, 2.303)
C (3.326, -6.460, 3.251)
C (2.922, -5.000, 2.969)
N (4.001, -4.369, 2.178)
C (3.534, -3.365, 1.232)
C (2.908, -3.982, 0.001)
C (5.107, -3.921, 3.091)
C (6.459, -3.849, 2.344)
H (3.495, -7.036, 2.341)
H (2.505, -6.934, 3.789)
H (4.234, -6.519, 3.850)
H (1.986, -4.931, 2.411)
H (2.790, -4.484, 3.923)
H (2.933, -2.604, 1.735)
H (4.371, -2.765, 0.871)
H (2.165, -4.769, 0.131)
H (2.583, -3.208, -0.696)
H (3.699, -4.504, -0.539)
H (5.249, -4.684, 3.857)
H (4.991, -2.991, 3.653)
H (7.231, -3.705, 3.101)
H (6.487, -3.015, 1.643)
H (6.617, -4.816, 1.866)
C (-2.066, 3.528, 4.077)
C (-2.092, 2.676, 5.276)
N (-2.208, 3.352, 6.618)
C (-3.435, 4.123, 6.751)
C (-4.766, 3.312, 6.702)
C (-0.986, 4.054, 7.010)
C (0.194, 3.125, 7.169)
H (-1.871, 2.942, 3.179)
H (-1.304, 4.301, 4.185)
H (-3.012, 4.061, 3.979)
H (-2.936, 1.985, 5.269)
H (-1.281, 1.952, 5.353)
H (-3.402, 4.583, 7.739)
H (-3.462, 4.914, 5.998)
H (-4.715, 2.467, 7.389)
H (-5.581, 3.941, 7.063)
H (-4.991, 3.022, 5.676)
H (-1.249, 4.478, 7.979)
H (-0.863, 4.827, 6.249)
H (0.005, 2.212, 7.734)
H (1.031, 3.663, 7.615)
H (0.567, 2.743, 6.219)

Results of the Löwdin charge analysis, in e, for atoms 1 through 2: 0.75, 0.58